The following is a DFT calculation (the ωB97M-V functional and the def2-TZVPD basis) of C40H33N6O2PdS3 as an isolated structure.

## Properties
- E_LUMO (spin up / spin down) (eV) = -3.779 / -6.263
- HOMO (spin up / spin down) (eV) = -10.428 / -10.400
- total charge = +1
- spin multiplicity = 5
- ΔE to the lowest compared entry with this formula, charge and spin (kcal/mol) = 49.7

Geometry as XYZ:
```
85
Properties=species:S:1:pos:R:3:forces:R:3:mulliken_charge:R:1
Pd 0.7361 -0.0722 -0.1562 -0.28 0.17 0.04 -0.35
O 0.7591 0.5710 1.8319 0.08 -0.05 -0.04 -0.35
C 0.2501 -0.1113 2.9301 0.02 0.07 -0.17 3.05
C -0.5088 -1.3757 2.4799 -0.04 -0.15 -0.03 -2.32
C -1.6012 -1.1559 1.4724 0.09 0.05 0.02 -0.34
C -2.9469 -1.0843 1.7962 -0.02 0.02 0.01 -0.65
C -3.8798 -1.0304 0.7726 0.00 0.00 -0.05 -1.13
C -3.4636 -1.1000 -0.5509 -0.02 0.05 0.06 -0.55
C -2.1070 -1.1440 -0.8168 -0.04 0.01 -0.06 -0.10
C -1.5390 -1.2968 -2.2035 0.03 -0.16 0.04 -2.10
C -1.0571 0.0027 -2.8648 0.07 0.19 0.21 3.50
O -0.0203 0.5990 -2.1104 -0.19 -0.21 -0.29 -0.27
C -2.2561 0.9150 -3.1091 -0.10 0.04 -0.10 0.17
C -2.8012 1.6740 -2.0814 0.02 0.01 0.07 0.03
C -3.9467 2.4289 -2.2886 -0.01 0.01 -0.02 -1.30
C -4.5754 2.4213 -3.5243 0.03 -0.03 0.00 -0.71
C -4.0514 1.6481 -4.5509 0.01 0.03 0.04 -0.90
C -2.9004 0.9020 -4.3446 0.00 0.00 -0.01 -0.43
C -0.2703 -0.2409 -4.1548 0.11 0.00 -0.14 -0.77
C 0.2808 0.8829 -4.7756 -0.01 0.06 0.02 -0.06
C 1.0022 0.7470 -5.9476 0.01 -0.04 -0.04 -1.02
C 1.1884 -0.5107 -6.5128 -0.01 0.03 0.01 -0.45
C 0.6497 -1.6288 -5.8974 -0.03 0.05 0.05 -1.10
C -0.0720 -1.4959 -4.7154 0.02 -0.07 0.00 -0.21
N -1.2161 -1.1304 0.1863 0.22 0.04 -0.09 1.95
C 1.4162 -0.4903 3.8508 0.13 -0.07 0.08 -0.26
C 2.3162 0.5238 4.1820 -0.02 0.04 -0.02 -0.38
C 3.4075 0.2737 4.9932 0.02 -0.04 0.02 -0.83
C 3.6301 -1.0061 5.4954 -0.01 0.03 0.00 -0.49
C 2.7473 -2.0215 5.1766 -0.02 0.06 -0.03 -0.99
C 1.6469 -1.7619 4.3611 -0.02 -0.01 -0.01 -0.03
C -0.7223 0.7823 3.7100 -0.05 0.04 0.19 -0.06
C -1.3926 0.2885 4.8300 0.04 -0.01 0.03 -0.26
C -2.2731 1.0856 5.5424 -0.02 0.03 -0.02 -0.89
C -2.4985 2.4000 5.1487 0.03 -0.03 -0.02 -0.52
C -1.8222 2.9047 4.0500 0.00 -0.06 0.02 -0.96
C -0.9357 2.1007 3.3395 -0.05 0.04 -0.07 -0.20
H -0.9343 -1.8982 3.3356 -0.01 0.04 0.04 1.03
H 0.2351 -2.0382 2.0292 -0.04 -0.02 0.02 0.32
H -3.2482 -1.0794 2.8350 0.00 0.01 0.00 0.59
H -4.9346 -0.9630 1.0052 0.00 -0.01 0.00 0.46
H -4.1713 -1.1037 -1.3686 -0.02 0.00 0.02 0.60
H -2.2870 -1.7608 -2.8478 -0.01 0.01 0.00 0.61
H -0.6811 -1.9727 -2.1320 -0.02 -0.01 -0.02 0.37
H -2.3313 1.6880 -1.1083 0.02 0.02 -0.01 0.44
H -4.3416 3.0288 -1.4790 -0.01 0.00 0.00 0.47
H -5.4650 3.0147 -3.6881 0.00 0.00 0.00 0.42
H -4.5302 1.6347 -5.5210 -0.01 -0.01 0.00 0.45
H -2.5012 0.3149 -5.1622 0.02 0.00 0.01 0.44
H 0.1284 1.8625 -4.3348 0.02 -0.04 -0.02 0.46
H 1.4129 1.6250 -6.4285 0.00 0.00 0.01 0.46
H 1.7439 -0.6154 -7.4354 0.01 0.00 0.00 0.43
H 0.7797 -2.6082 -6.3385 -0.01 -0.01 0.00 0.45
H -0.4965 -2.3834 -4.2664 -0.01 0.00 0.03 0.44
H 2.1404 1.5207 3.7954 -0.01 -0.02 0.00 0.48
H 4.0840 1.0788 5.2510 0.00 0.01 0.00 0.44
H 4.4761 -1.2008 6.1413 0.01 0.00 -0.01 0.42
H 2.9027 -3.0183 5.5689 -0.01 -0.01 0.00 0.45
H 0.9721 -2.5787 4.1408 -0.03 -0.02 0.00 0.42
H -1.2080 -0.7236 5.1750 0.02 0.00 -0.01 0.37
H -2.7777 0.6848 6.4122 -0.01 0.00 0.00 0.42
H -3.1869 3.0242 5.7027 0.00 0.00 0.00 0.41
H -1.9804 3.9300 3.7410 0.01 0.01 -0.01 0.46
H -0.4038 2.4957 2.4863 -0.01 -0.01 0.01 0.25
N 2.9604 2.8964 -0.4755 -0.11 0.01 0.00 -0.06
C 3.5703 1.7578 -0.5358 0.04 -0.21 0.01 0.34
N 2.9426 0.5697 -0.4600 0.19 0.41 0.03 0.63
C 3.8110 -0.4327 -0.4820 0.52 0.11 -0.05 -0.15
C 5.1789 -0.0528 -0.6215 -0.44 -0.32 0.07 -0.63
S 5.3331 1.6097 -0.6967 -0.10 0.29 0.00 -0.12
C 3.3393 -1.7816 -0.3608 0.24 -0.28 0.01 -0.16
C 4.1099 -2.9097 -0.3994 -0.13 0.31 0.00 -0.58
S 3.1263 -4.2885 -0.2363 -0.21 -0.16 0.04 -0.17
C 1.7132 -3.2581 -0.1271 0.10 -0.05 0.00 0.21
N 1.9897 -1.9832 -0.1964 -0.04 0.07 -0.03 1.19
N 0.4765 -3.7426 0.0109 -0.03 -0.01 -0.05 -0.19
H 1.9070 2.8852 -0.3193 0.11 -0.02 0.07 -0.33
H 3.4516 3.7739 -0.5552 0.02 0.01 -0.01 0.26
H 6.0383 -0.7011 -0.6656 -0.02 -0.04 0.00 0.41
H 5.1766 -2.9954 -0.5158 0.02 0.00 0.00 0.43
H 0.2892 -4.7272 0.0584 0.01 -0.01 0.01 0.21
H -0.2855 -3.0767 0.0526 -0.01 0.01 0.02 -0.19
S -0.0725 2.6073 -0.1972 -0.06 0.11 0.14 -0.27
C 0.0886 3.4298 -1.6626 -0.05 -0.38 0.07 0.62
N 0.2860 3.9673 -2.6678 0.02 0.07 -0.05 -0.68
```
Forces are in eV/Å.